DFT (the ωB97M-V functional and the def2-TZVPD basis) results for a structure of composition C57H66N3O8SZr at a distorted geometry.

Values from the calculation:
Energy: -93148.456 eV
Highest occupied orbital energy: -9.929 eV
Total charge: +1
LUMO energy: -3.116 eV

Atoms and positions in Å:
C: -1.7571 -2.2566 5.4389
H: 0.6502 2.6098 3.7941
H: -2.9144 -2.1583 -2.7732
H: 1.4217 -7.3097 -0.6210
H: 4.8639 1.4543 2.9561
H: 2.0932 2.0790 5.3929
Zr: -1.0136 1.1805 -1.5246
C: 0.7217 2.8799 0.4505
H: -1.5570 3.2460 2.8591
C: 4.2524 0.8923 -1.4337
H: -3.2681 -0.4770 -3.2520
H: 1.7583 -5.9838 -1.7315
H: 1.6224 -2.3102 -3.7264
H: -1.9874 -3.0501 4.7271
H: -9.7302 -1.7470 -3.2381
C: 2.9410 2.7757 1.3393
C: 6.9945 0.0395 -1.2559
C: 0.9272 -3.3984 -1.3840
H: 3.6795 0.6904 4.0231
C: -8.8554 -1.1189 -3.1933
H: 5.7233 -2.0963 -3.6511
C: -0.0360 -6.0397 1.2173
C: -1.2700 2.6334 2.0046
H: 3.6679 4.9720 3.5297
H: -4.4008 -2.2827 4.7103
H: -0.1360 -5.4251 2.1135
H: 3.7071 -2.1860 -2.6577
H: 2.6495 -6.0156 1.2389
H: 2.0231 3.8421 5.1689
H: -1.3260 0.3390 6.2300
C: 2.4595 2.7551 2.6444
H: 2.9442 -4.6611 0.1370
H: 4.9249 4.2304 4.5299
C: 1.0502 -6.3521 -0.9895
C: 2.6866 2.8442 -1.1517
C: -1.5101 2.8169 -4.4828
H: -0.5816 4.7340 -1.8715
H: 0.4825 -0.9582 -3.6728
H: -3.9102 5.1617 -2.6971
C: -3.2312 4.5234 -3.2444
H: 7.4034 -1.7386 -3.2442
C: 5.9777 -0.9684 -1.7967
H: 1.9951 3.2896 -1.8679
C: -2.4876 -1.2285 -3.1430
H: 4.9968 1.6535 4.7099
C: 3.5167 -1.1698 -2.3309
H: 7.0075 0.9492 -1.8581
H: -1.8733 -2.6572 6.4478
C: -2.7035 3.4101 -2.6106
O: -0.0058 2.1838 -6.1923
C: -0.6809 1.7657 -5.1347
H: 1.8773 -3.7609 -1.7567
C: -7.9851 -0.9730 -4.2966
H: -1.6909 4.0472 -6.2133
C: -1.6160 1.1884 2.3067
H: 6.3526 -0.4599 -3.8759
H: -3.2695 5.6275 -5.0789
H: -1.0276 -6.2402 0.8079
C: 4.5619 -0.4024 -1.8269
H: -1.8622 2.9558 1.1498
C: -2.2766 -0.9463 1.4494
H: -2.0037 1.5277 4.3650
C: 2.0982 2.8462 0.2408
C: -1.9891 3.9056 -5.1849
C: 0.2891 -4.0711 -0.3480
S: -5.1657 1.3186 -3.0138
C: 1.9403 0.6348 -2.0871
H: 0.0941 -6.5268 -1.4861
H: -1.3773 -3.9436 1.0109
C: 2.2284 -0.6807 -2.4790
C: -2.6630 -1.7586 0.2259
C: 2.6798 2.9707 5.1658
H: -0.7140 -1.9677 5.2969
H: -4.3070 -1.8652 6.4226
H: 3.6132 3.4174 -1.1571
C: -2.6730 -1.3219 2.7217
O: -0.7032 0.6311 -4.7394
H: 7.0421 -2.6148 -0.8817
H: 5.0217 1.5361 -1.0278
O: -3.5095 3.8634 -0.4313
C: -1.4466 -2.3788 -0.4118
C: 6.3872 -1.3403 -3.2319
C: 4.2951 4.0871 3.6507
H: -7.1327 0.8345 -1.2302
H: 0.6075 5.0568 -0.5968
C: -1.5467 0.2394 1.2831
C: -0.8331 -1.7980 -1.5160
H: 7.9914 -0.4007 -1.2925
C: -2.4550 -0.5065 3.8320
N: -1.8493 2.5697 -3.2011
O: -1.5134 -0.7356 -2.1885
C: -2.6835 -1.0452 5.2394
C: -3.0847 3.0175 -1.1817
O: -0.7804 0.4368 0.1851
C: -6.5484 0.4114 -3.1421
N: -7.4012 0.3189 -2.0560
C: 2.2314 -5.0885 0.8434
H: 6.7787 0.3015 -0.2183
N: -6.8909 -0.2578 -4.2704
O: 0.7203 1.1822 -2.2997
H: -2.0021 -1.4008 -4.1011
H: -1.1135 4.9157 -0.1799
H: 3.4106 3.1003 5.9644
H: -3.1684 -1.0869 -0.4717
C: 0.3892 -2.2686 -1.9834
H: -3.1681 -2.2795 2.8392
C: 0.8745 -5.3734 0.1822
H: -3.3673 -2.5327 0.5310
H: 0.4968 1.4562 -6.5846
C: 3.4162 2.8374 3.8290
H: 4.0079 2.7472 1.1501
O: -2.8487 1.7701 -0.9381
H: 4.9424 4.0012 2.7778
C: -2.8653 4.7760 -4.5490
H: 0.4005 -6.9931 1.5157
H: -9.1136 -0.4555 -1.1678
H: -3.0264 0.8512 6.2571
C: -8.5190 -0.4331 -2.0703
C: -4.1435 -1.4883 5.4114
C: -2.3570 -0.0089 6.3163
H: 2.1038 -4.3843 1.6673
C: 1.1536 -1.5672 -3.0811
H: -4.8184 -0.6478 5.2417
O: -0.1502 3.1221 -0.6569
C: 4.2941 1.5804 3.8780
H: -8.2048 -1.4609 -5.2409
C: -0.3226 4.5430 -0.8313
H: -2.4790 -0.4602 7.3015
C: -2.0249 0.7899 3.5731
C: 6.0233 -2.2248 -0.9152
C: 2.9746 1.4168 -1.5668
C: 1.0824 2.7007 2.8073
H: 5.7074 -1.9928 0.1034
C: -0.8783 -3.5099 0.1545
C: 0.2037 2.7664 1.7327
H: 5.3736 -3.0102 -1.3044

Force components x, y, z for each atom (eV/Å):
-0.051 0.079 0.002
-0.010 0.046 0.039
0.055 0.061 0.168
0.018 -0.001 0.000
0.016 -0.010 0.006
-0.042 0.017 0.019
0.524 0.262 -0.813
0.400 0.153 0.558
0.026 0.045 -0.020
0.038 -0.081 -0.007
0.052 0.053 0.034
0.000 0.017 -0.009
-0.032 0.023 -0.024
0.008 -0.025 0.006
-0.046 0.058 0.025
-0.008 -0.030 -0.009
-0.126 -0.081 -0.037
-0.055 -0.006 0.075
0.016 -0.020 -0.005
0.044 -0.048 -0.077
0.006 -0.009 -0.030
0.070 0.092 -0.051
0.156 -0.366 0.022
0.042 0.037 0.002
-0.042 -0.007 0.004
-0.053 -0.016 0.019
0.022 -0.003 -0.027
0.052 0.015 0.003
-0.030 -0.009 0.042
0.000 0.025 0.027
-0.143 -0.009 0.070
0.013 -0.001 -0.007
0.035 -0.011 -0.017
0.008 0.002 0.065
-0.049 -0.276 0.032
-0.015 0.244 0.215
0.004 -0.066 0.006
-0.066 0.009 -0.217
-0.024 -0.039 0.014
-0.009 0.108 0.158
0.004 -0.003 -0.001
0.077 -0.079 -0.020
0.045 0.069 0.023
-0.291 0.004 -0.489
0.033 -0.030 -0.014
-0.017 0.018 0.006
0.037 0.026 0.026
0.008 -0.018 -0.001
-0.160 -0.239 0.020
0.112 0.520 -0.193
-0.172 -0.442 0.136
-0.007 -0.024 -0.042
0.067 0.126 0.206
0.000 0.008 0.007
0.204 0.145 -0.377
0.014 -0.015 -0.031
0.007 0.010 -0.004
-0.020 0.005 0.025
0.000 0.027 0.026
-0.044 0.095 0.067
0.158 -0.012 -0.372
0.034 -0.006 0.010
-0.195 0.188 -0.407
0.124 -0.144 0.058
0.017 0.027 0.009
0.004 0.158 0.033
1.192 -0.173 -0.388
0.008 -0.015 -0.022
-0.007 -0.039 -0.014
-0.269 0.066 -0.148
0.360 0.090 0.246
0.042 -0.035 -0.146
0.012 -0.015 0.019
-0.010 -0.012 0.000
-0.015 0.022 -0.018
-0.075 0.133 0.013
0.107 -0.192 0.027
-0.007 -0.040 0.016
0.016 0.024 -0.042
-0.067 -0.201 0.011
-0.235 0.214 -0.209
-0.002 0.047 0.095
-0.059 -0.097 0.018
0.044 0.038 0.003
0.061 -0.128 -0.027
-0.236 -0.424 1.335
0.285 -0.896 0.269
0.013 0.010 0.025
-0.009 0.051 0.011
-0.498 0.690 -0.713
-0.146 -1.515 -0.164
-0.092 -0.067 0.052
-0.619 1.034 -0.367
-0.603 -0.183 1.159
-0.006 0.063 0.127
-0.021 -0.135 -0.297
-0.119 -0.016 -0.041
0.027 0.045 0.005
-0.071 -0.121 -0.228
1.700 -0.412 -0.534
0.114 0.011 0.081
-0.010 -0.102 0.014
0.000 -0.020 0.016
-0.114 -0.104 0.010
-0.208 0.265 -0.334
0.006 -0.014 0.001
0.045 -0.087 0.050
-0.017 -0.006 -0.056
-0.052 -0.182 0.073
0.087 0.003 0.054
0.011 0.058 0.024
-0.974 0.502 0.591
0.012 0.037 -0.004
-0.069 0.036 -0.014
0.000 -0.003 0.025
0.067 0.056 0.045
0.023 0.029 0.022
-0.183 -0.112 -0.003
0.089 0.050 -0.025
-0.037 -0.045 -0.107
0.059 -0.002 0.022
0.097 0.159 0.337
-0.034 -0.016 0.011
0.266 0.263 0.730
-0.036 0.068 -0.023
-0.031 -0.059 0.042
-0.156 0.327 -0.163
-0.005 0.011 0.011
-0.142 -0.073 -0.023
-0.013 0.080 -0.038
-0.305 0.268 -0.103
0.091 0.022 -0.093
0.004 -0.018 0.013
0.030 0.029 -0.080
-0.153 0.122 -0.159
-0.009 -0.012 0.015